{"formula": "C56H141O37P9S", "method": "ωB97M-V with the def2-TZVPD basis set", "largest_force_ev_per_a": 6.0, "total_energy_ev": -230571.3731, "orbital_gap_ev": 9.10, "multiplicity": 1, "mol_weight_g_mol": 1717.54, "homo_energy_ha": -0.318, "elements": ["C", "C", "O", "P", "O", "O", "C", "C", "O", "C", "C", "H", "H", "H", "H", "H", "H", "H", "H", "H", "H", "H", "H", "H", "H", "H", "C", "C", "O", "P", "O", "O", "C", "C", "O", "C", "C", "H", "H", "H", "H", "H", "H", "H", "H", "H", "H", "H", "H", "H", "H", "H", "C", "C", "O", "P", "O", "O", "C", "C", "O", "C", "C", "H", "H", "H", "H", "H", "H", "H", "H", "H", "H", "H", "H", "H", "H", "H", "C", "C", "O", "P", "O", "O", "C", "C", "O", "C", "C", "H", "H", "H", "H", "H", "H", "H", "H", "H", "H", "H", "H", "H", "H", "H", "C", "C", "O", "P", "O", "O", "C", "C", "O", "C", "C", "H", "H", "H", "H", "H", "H", "H", "H", "H", "H", "H", "H", "H", "H", "H", "C", "C", "O", "P", "O", "O", "C", "C", "O", "C", "C", "H", "H", "H", "H", "H", "H", "H", "H", "H", "H", "H", "H", "H", "H", "H", "C", "C", "O", "P", "O", "O", "C", "C", "O", "C", "C", "H", "H", "H", "H", "H", "H", "H", "H", "H", "H", "H", "H", "H", "H", "H", "C", "C", "O", "P", "O", "O", "C", "C", "O", "C", "C", "H", "H", "H", "H", "H", "H", "H", "H", "H", "H", "H", "H", "H", "H", "H", "C", "C", "O", "P", "O", "O", "C", "C", "O", "C", "C", "H", "H", "H", "H", "H", "H", "H", "H", "H", "H", "H", "H", "H", "H", "H", "C", "S", "O", "C", "H", "H", "H", "H", "H", "H"], "positions_angstrom": [[0.547, -9.158, -1.746], [2.084, -9.318, -1.693], [2.589, -8.033, -1.440], [3.211, -7.056, -2.609], [4.615, -7.377, -2.951], [2.178, -7.236, -3.879], [2.415, -6.689, -5.153], [3.014, -7.821, -6.014], [2.966, -5.562, -1.965], [1.704, -5.066, -1.779], [1.834, -4.165, -0.549], [0.285, -8.502, -2.576], [0.049, -10.123, -1.842], [0.239, -8.653, -0.830], [2.349, -9.975, -0.865], [2.483, -9.720, -2.624], [1.504, -6.379, -5.665], [3.066, -5.819, -5.064], [2.273, -8.565, -6.309], [3.372, -7.376, -6.942], [3.900, -8.245, -5.543], [1.408, -4.512, -2.670], [0.979, -5.853, -1.571], [0.874, -3.690, -0.347], [2.197, -4.737, 0.305], [2.622, -3.434, -0.726], [1.514, -1.465, 2.834], [1.019, -2.565, 3.859], [2.059, -3.127, 4.610], [2.088, -3.047, 6.245], [2.291, -1.670, 6.699], [0.702, -3.743, 6.744], [0.286, -5.027, 6.325], [-0.253, -5.668, 7.641], [3.279, -4.174, 6.730], [3.375, -4.427, 8.046], [4.313, -3.485, 8.768], [1.950, -1.881, 1.925], [0.698, -0.797, 2.557], [2.320, -0.836, 3.212], [0.393, -2.048, 4.587], [0.385, -3.325, 3.404], [-0.494, -5.065, 5.564], [1.101, -5.617, 5.905], [-1.207, -5.248, 7.958], [-0.451, -6.730, 7.500], [0.424, -5.639, 8.494], [2.421, -4.387, 8.572], [3.745, -5.442, 8.192], [5.288, -3.448, 8.283], [3.834, -2.506, 8.730], [4.261, -3.842, 9.797], [1.441, -3.932, -9.239], [1.869, -2.739, -8.438], [2.784, -3.111, -7.445], [2.571, -2.554, -5.915], [1.240, -3.033, -5.340], [3.969, -3.078, -5.166], [4.121, -2.779, -3.806], [5.294, -3.490, -3.186], [2.801, -0.929, -6.011], [1.763, 0.007, -5.795], [1.430, 0.322, -4.306], [2.384, -4.359, -9.581], [0.899, -4.781, -8.822], [0.818, -3.678, -10.096], [2.346, -2.067, -9.152], [0.955, -2.282, -8.057], [4.293, -1.704, -3.852], [3.227, -2.902, -3.194], [5.541, -3.029, -2.229], [4.850, -4.456, -2.948], [6.225, -3.484, -3.753], [2.013, 0.843, -6.449], [0.915, -0.528, -6.223], [2.334, 0.503, -3.724], [0.811, 1.218, -4.306], [0.908, -0.556, -3.924], [-3.106, 2.244, 2.169], [-3.502, 1.583, 3.348], [-3.390, 2.455, 4.508], [-2.368, 1.968, 5.706], [-2.737, 0.635, 6.398], [-0.944, 1.975, 4.928], [0.168, 1.181, 5.361], [0.998, 2.113, 6.257], [-2.425, 3.288, 6.713], [-3.084, 3.086, 7.980], [-4.521, 3.170, 7.731], [-3.907, 2.901, 1.830], [-2.283, 2.874, 2.508], [-2.756, 1.605, 1.359], [-4.559, 1.322, 3.413], [-2.990, 0.631, 3.489], [-0.150, 0.255, 5.842], [0.839, 0.950, 4.534], [0.476, 2.330, 7.189], [1.922, 1.585, 6.495], [1.130, 3.064, 5.740], [-2.747, 2.143, 8.409], [-2.754, 3.906, 8.618], [-4.802, 2.357, 7.060], [-5.062, 3.116, 8.676], [-4.724, 4.103, 7.205], [4.893, 7.638, 4.140], [4.754, 6.290, 3.445], [3.787, 5.604, 4.153], [2.146, 5.589, 3.903], [1.662, 6.633, 2.957], [1.865, 4.039, 3.642], [2.288, 3.483, 2.389], [1.145, 3.577, 1.448], [1.652, 5.791, 5.437], [0.276, 5.930, 5.704], [0.057, 5.929, 7.218], [5.694, 8.148, 3.605], [3.991, 8.246, 4.073], [5.231, 7.570, 5.174], [4.352, 6.385, 2.436], [5.710, 5.766, 3.437], [3.107, 3.997, 1.886], [2.639, 2.460, 2.523], [1.278, 2.987, 0.541], [0.196, 3.172, 1.799], [0.902, 4.614, 1.218], [-0.207, 6.840, 5.348], [-0.287, 5.048, 5.396], [-0.932, 6.321, 7.452], [0.403, 5.031, 7.729], [0.730, 6.721, 7.548], [4.982, -0.978, -0.837], [4.544, 0.037, 0.213], [3.593, 0.856, -0.422], [3.903, 2.188, -1.318], [4.910, 2.098, -2.402], [2.384, 2.599, -1.730], [2.154, 3.834, -2.366], [2.971, 4.264, -3.653], [4.152, 3.397, -0.217], [5.426, 3.781, 0.217], [5.855, 5.127, -0.378], [5.832, -1.599, -0.552], [4.083, -1.546, -1.074], [5.359, -0.489, -1.735], [4.156, -0.445, 1.110], [5.363, 0.600, 0.661], [1.091, 3.798, -2.603], [2.234, 4.596, -1.591], [4.044, 4.429, -3.555], [2.797, 3.430, -4.334], [2.603, 5.231, -3.994], [5.379, 3.764, 1.306], [6.146, 3.022, -0.088], [6.798, 5.447, 0.067], [6.138, 5.173, -1.430], [5.175, 5.959, -0.195], [-5.379, 7.206, 1.098], [-4.254, 7.017, 0.014], [-3.542, 5.820, 0.226], [-2.306, 5.405, -0.767], [-1.612, 4.191, -0.393], [-3.005, 5.275, -2.223], [-2.208, 4.849, -3.345], [-1.265, 5.899, -4.002], [-1.428, 6.753, -0.897], [-0.122, 6.704, -0.413], [0.700, 7.894, -0.906], [-5.812, 8.172, 0.838], [-6.068, 6.367, 1.004], [-4.976, 7.346, 2.101], [-4.685, 6.940, -0.984], [-3.521, 7.811, 0.156], [-1.680, 3.994, -2.922], [-2.880, 4.545, -4.147], [-1.773, 6.769, -4.420], [-0.631, 6.454, -3.311], [-0.719, 5.437, -4.824], [-0.108, 6.661, 0.676], [0.244, 5.718, -0.699], [1.717, 7.906, -0.515], [0.813, 7.857, -1.990], [0.136, 8.770, -0.584], [-6.052, -2.110, -3.496], [-6.301, -0.894, -2.582], [-5.153, -0.135, -2.402], [-4.920, 1.266, -3.216], [-3.543, 1.574, -3.624], [-5.982, 1.144, -4.389], [-6.036, 2.084, -5.395], [-6.700, 3.398, -4.899], [-5.675, 2.280, -2.243], [-5.519, 2.396, -0.794], [-6.253, 3.640, -0.298], [-5.607, -1.915, -4.472], [-5.350, -2.780, -2.999], [-6.974, -2.670, -3.652], [-7.145, -0.350, -3.005], [-6.599, -1.158, -1.567], [-5.019, 2.299, -5.725], [-6.591, 1.648, -6.225], [-5.974, 3.819, -4.203], [-6.771, 4.213, -5.619], [-7.681, 3.209, -4.464], [-5.845, 1.489, -0.285], [-4.447, 2.493, -0.623], [-6.074, 4.414, -1.044], [-7.324, 3.463, -0.199], [-5.772, 4.049, 0.590], [-3.729, -9.360, -1.986], [-4.264, -8.021, -1.501], [-4.029, -6.913, -2.357], [-2.758, -5.983, -2.014], [-1.454, -6.695, -1.996], [-2.835, -4.731, -3.045], [-1.694, -3.952, -3.357], [-2.059, -2.497, -3.487], [-3.183, -5.277, -0.563], [-2.068, -5.043, 0.363], [-2.050, -3.576, 0.630], [-3.704, -9.892, -1.035], [-4.322, -9.955, -2.681], [-2.692, -9.356, -2.322], [-5.325, -8.126, -1.273], [-3.837, -7.782, -0.527], [-0.856, -4.051, -2.668], [-1.385, -4.297, -4.344], [-2.232, -1.896, -2.595], [-1.244, -1.936, -3.944], [-3.002, -2.445, -4.031], [-2.418, -5.550, 1.262], [-1.101, -5.406, 0.014], [-1.323, -3.335, 1.405], [-1.882, -2.957, -0.251], [-3.062, -3.321, 0.944], [1.032, -0.307, -0.392], [-0.773, -0.497, -0.668], [-1.421, -0.557, 0.708], [-1.191, 1.151, -1.346], [1.166, 0.460, 0.372], [1.617, -0.142, -1.297], [1.513, -1.183, 0.045], [-0.989, 1.194, -2.416], [-0.567, 1.886, -0.838], [-2.234, 1.352, -1.102]], "atomic_forces_ev_per_a": [[0.85, -0.12, -0.12], [-1.74, -0.56, -0.41], [1.20, 2.59, -1.19], [-0.43, -0.85, 0.09], [-1.25, 0.87, 0.33], [-0.13, 0.17, 3.01], [1.03, -0.92, -1.33], [0.47, 1.12, -0.35], [2.83, -3.24, -1.64], [-1.61, 1.04, 1.25], [-0.11, -0.09, -0.46], [-0.10, -0.14, 0.01], [-0.07, 0.01, 0.01], [-0.15, -0.14, 0.01], [0.30, 0.14, -0.01], [0.06, -0.09, 0.00], [-0.35, 0.16, 0.70], [0.17, -0.02, -0.21], [0.02, -0.08, 0.42], [0.00, 0.07, -0.21], [-0.25, -0.20, 0.16], [-0.24, 0.10, -0.05], [-0.17, -0.10, -0.20], [0.07, 0.18, 0.24], [-0.35, -0.18, 0.05], [-0.17, 0.33, -0.14], [0.11, -0.93, 0.46], [-0.70, 2.45, -0.20], [1.84, -1.75, 1.83], [0.39, -1.40, -0.77], [-0.28, -0.62, 0.37], [1.33, 1.83, -0.94], [-0.25, -1.63, 1.80], [-0.23, -0.76, -0.65], [-2.60, 2.41, -4.89], [0.61, -0.64, 3.22], [-1.03, 0.14, -0.13], [-0.27, -0.39, -0.01], [-0.21, -0.25, -0.04], [-0.09, -0.10, 0.66], [-0.44, 0.23, -0.22], [0.36, -0.16, -0.23], [-0.13, 0.80, 0.02], [0.31, 0.10, 0.21], [0.12, 0.34, -0.15], [-0.03, -0.14, -0.27], [0.27, 0.40, -0.29], [-0.34, -0.02, -0.09], [-0.02, -0.25, -0.31], [0.07, -0.11, 0.43], [0.35, 0.23, 0.08], [0.80, 0.25, 0.17], [0.58, -1.24, -0.90], [-1.67, 0.12, -0.71], [0.97, 0.45, 2.72], [-0.45, -0.93, 0.30], [2.90, 1.47, -0.83], [-2.88, -0.57, -2.96], [0.79, 2.57, 0.69], [-0.73, -0.41, 0.44], [1.21, -2.46, 0.60], [-1.32, -0.54, 0.16], [0.71, -0.27, -1.45], [-0.08, -0.25, -0.51], [0.02, 0.41, 1.01], [0.30, 0.47, -0.15], [0.11, 0.28, 0.28], [0.19, 0.40, 0.47], [0.15, 0.39, 0.65], [-0.27, -0.48, -0.22], [-0.22, 0.05, -0.02], [1.08, -0.50, -0.11], [-0.38, -0.29, -0.34], [-0.04, 0.24, 0.43], [-0.69, 0.75, 0.01], [0.04, 0.07, -0.03], [-0.16, -0.12, 0.25], [-0.12, 0.19, 0.25], [0.94, 2.22, -2.24], [-1.89, -2.61, 3.02], [1.90, -0.38, 1.85], [-1.36, -1.54, 0.57], [1.19, 3.60, -1.80], [-1.88, -0.07, 0.13], [1.02, 1.08, 1.04], [-0.48, -0.83, 0.27], [0.98, -1.85, -1.80], [1.23, 0.17, 0.17], [-1.16, -0.13, -0.14], [0.17, 0.20, -0.29], [0.29, 0.23, -0.62], [-0.10, -0.12, 0.16], [-0.14, -0.17, -0.47], [0.38, 0.10, 0.32], [-0.11, 0.13, 0.05], [-0.66, -0.07, -0.54], [-0.07, -0.10, 0.11], [0.24, 0.38, 0.02], [0.40, -0.25, -0.03], [-0.16, -0.02, 0.03], [0.21, 0.00, -0.04], [-0.31, -0.10, 0.19], [-0.27, -0.01, -0.14], [-0.21, 0.08, 0.18], [1.06, 0.39, -0.95], [-0.62, 1.79, -0.07], [-3.16, -2.28, 1.06], [1.84, 1.13, 1.11], [0.45, -1.50, 0.56], [0.40, 1.01, 0.35], [-0.15, -0.23, -0.85], [-1.58, -0.42, -0.87], [1.02, -0.22, -1.73], [-1.92, -1.07, 1.54], [1.38, 1.42, -0.25], [0.05, 0.48, 0.01], [-0.04, -0.21, 0.01], [-0.23, -0.34, 0.00], [0.57, 0.40, -0.38], [-0.19, -0.35, 0.10], [0.30, 0.42, 0.66], [-0.21, -0.03, 0.49], [0.52, 0.33, -0.26], [0.08, -0.13, 0.69], [0.30, -0.02, -0.21], [0.53, 0.02, -0.63], [0.07, 0.01, -0.90], [-0.15, -0.70, 0.09], [-0.58, -0.15, -0.16], [0.13, 0.13, 0.47], [0.36, 0.23, 0.24], [1.68, -0.60, -0.16], [-0.78, 2.35, -0.87], [-0.59, 0.87, 1.01], [-0.86, -0.16, 1.31], [2.12, -2.05, 0.22], [0.03, 2.18, -0.45], [-0.58, -1.05, 1.20], [-1.35, -1.62, -1.60], [1.18, 0.36, -0.60], [0.64, 0.52, 0.45], [-0.36, -0.30, 0.51], [0.29, -0.34, -0.19], [-0.37, 0.31, -0.06], [-0.89, -0.06, -0.30], [0.30, 0.41, -0.49], [0.02, -0.02, -0.34], [0.19, 0.22, 0.04], [-0.03, -0.45, 0.52], [0.18, 0.43, -0.60], [-0.54, -0.28, -0.18], [0.18, 0.40, 0.06], [0.24, -0.01, 0.05], [0.08, -0.14, 0.52], [-0.58, -0.74, -0.24], [-0.36, -0.26, 0.12], [1.35, 0.02, -1.43], [-0.74, 0.66, 1.25], [1.94, -1.95, -0.94], [-2.27, 1.50, -0.74], [0.65, -0.54, 0.63], [-0.17, 1.24, 0.90], [0.72, 0.33, -0.26], [-0.53, 0.55, 0.79], [-2.04, -0.39, -0.37], [2.10, -0.70, 0.80], [-0.60, -0.66, -0.11], [-0.54, -0.18, -0.04], [-0.20, 0.31, 0.34], [0.09, -0.48, -0.05], [-0.05, 0.60, -0.03], [-0.26, 0.39, -0.58], [0.34, -0.20, -0.73], [-0.25, -0.32, 0.46], [-0.77, -0.35, -0.31], [0.55, -0.77, 0.23], [0.18, -0.09, 0.24], [-0.13, 0.33, 0.21], [0.73, 0.16, -0.23], [-0.21, -0.07, 0.39], [-0.28, 0.22, -0.09], [0.36, 0.30, -0.24], [0.27, -0.33, 0.93], [-1.41, -1.31, -0.68], [2.01, 2.15, -1.32], [-0.98, -1.20, 1.60], [-0.53, -0.08, 0.37], [0.23, -1.19, 1.31], [-0.48, 2.11, -1.53], [0.98, -0.21, -0.14], [-0.12, 0.23, 0.20], [0.79, 0.18, -0.27], [0.53, -0.09, -0.87], [-0.18, 0.60, 0.05], [0.03, -0.14, 0.05], [-0.09, 0.07, 0.03], [0.18, 0.47, 0.05], [-0.09, -0.56, -0.11], [0.04, 0.06, -0.25], [0.03, -0.09, 0.05], [-0.47, -0.04, 0.64], [-0.19, -0.48, -0.62], [0.21, 0.07, 0.19], [-0.16, -0.11, -0.28], [0.05, 0.11, 0.22], [-0.24, 0.07, -0.17], [0.11, 0.14, 0.20], [-0.29, -0.42, 0.31], [0.40, -0.17, 0.82], [0.14, -0.55, 0.52], [0.60, 1.70, -0.65], [0.05, 1.02, 0.76], [-1.02, 0.66, 0.09], [-1.26, -2.00, 1.42], [0.90, 0.63, -0.64], [-0.61, 0.65, 0.17], [1.36, -1.53, -2.07], [-0.95, 0.15, 0.12], [-0.44, 0.43, 0.08], [0.00, -0.62, -0.07], [-0.23, 0.48, -0.07], [-0.05, 0.41, -0.09], [-0.20, 0.36, -0.51], [0.30, -0.14, 0.05], [-0.14, -0.47, 0.21], [0.40, 0.00, 0.08], [-0.11, -0.71, 0.55], [-0.07, -0.27, -0.63], [0.23, 0.29, -0.49], [0.56, -0.25, 0.11], [-0.29, -0.38, -0.18], [-0.08, 0.19, 0.00], [0.33, -0.24, -0.07], [0.13, 0.30, 0.36], [-0.16, 0.09, 0.24], [-0.18, -0.19, 0.74], [0.73, 0.29, -0.93], [0.95, -0.12, 0.55], [-0.01, 0.40, -0.35], [-0.53, 0.50, -0.12], [-0.76, -0.46, -0.07], [-0.23, -0.19, 0.01], [-0.09, 0.10, 0.07], [0.08, -0.25, -0.20]]}